Entry from OMol25: a 2-piece molecular cluster, C5H11NO overall (ωB97M-V with the def2-TZVPD basis set).

Summary:
2S+1: 1
structure (SMILES): C/N=C1\O[C@@H]1C.C
Kohn-Sham gap: 10.64 eV

```
18
C5H11NO | OMol25 | ωB97M-V with the def2-TZVPD basis set
C 2.83719 -0.05928 0.24680
N 1.44725 -0.25007 -0.03760
C 0.63544 0.69563 0.03930
O 0.48134 1.97195 0.29121
C -0.76267 0.88861 -0.14653
C -1.77252 0.71833 0.94760
H 3.41598 -0.36437 -0.63033
H 3.11066 -0.72086 1.07403
H 3.07482 0.97694 0.50585
H -1.13487 1.09461 -1.14810
H -2.77212 0.43794 0.59196
H -1.45877 0.00373 1.71480
H -1.82446 1.71351 1.38199
C -1.06061 -1.58828 -0.84226
H -0.13735 -1.08512 -0.55727
H -1.38262 -2.16557 0.02479
H -0.73506 -2.21166 -1.66712
H -1.89716 -0.97106 -1.19113
```

Entry from OMol25: one molecule with the formula C8H11P (ωB97M-V with the def2-TZVPD basis set).

Summary:
2S+1: 1
Kohn-Sham gap (alpha / beta): 7.08 / 7.01 eV

```
20
C8H11P | OMol25 | ωB97M-V with the def2-TZVPD basis set
C 1.79483 1.01273 0.83890
C 0.51056 1.59108 1.40921
C 0.77697 0.21373 0.74450
C -0.41279 2.36761 0.45281
C -0.91387 1.09692 -0.41383
C -0.11674 -1.34589 -1.04925
C -0.02048 -2.81612 -0.50138
C -0.39154 -0.31091 -0.02681
P 1.29922 -3.44119 0.62646
H 2.83058 1.11070 0.49323
H 0.41341 1.78703 2.52372
H -1.26491 2.99130 0.95277
H 0.21725 3.09452 0.00643
H -2.04688 1.11638 -0.35164
H -0.66083 1.37590 -1.41192
H 0.91906 -1.06776 -1.60937
H -0.99622 -1.35501 -1.71515
H -1.10997 -3.16121 -0.20934
H 0.22933 -3.40739 -1.47510
H -1.05699 -0.85242 0.71576
```

Entry from OMol25: one molecule with the formula C5H6ClFO (ωB97M-V with the def2-TZVPD basis set).

Summary:
2S+1: 1
structure (SMILES): C[C@@]1(F)C=CO[C@@H]1Cl
Kohn-Sham gap: 10.48 eV

```
14
C5H6ClFO | OMol25 | ωB97M-V with the def2-TZVPD basis set
C 0.36389 1.26640 0.51213
C -0.60519 0.42336 -0.29136
F -1.03701 1.41162 -1.11269
C -0.15571 -0.70662 -1.31598
C -0.94197 -1.72193 -0.95220
O -1.68252 -1.63209 0.21236
C -1.69451 -0.29891 0.56026
Cl -3.34132 0.34882 0.28300
H 0.02203 2.25767 0.62282
H 1.31729 1.22218 -0.07200
H 0.58275 0.84031 1.49016
H 0.53213 -0.58059 -2.16769
H -1.06231 -2.64715 -1.57564
H -1.33818 -0.19041 1.67803
```

Entry from OMol25: a 2-piece molecular cluster, ClH2O2PS overall (ωB97M-V with the def2-TZVPD basis set).

Summary:
2S+1: 1
Kohn-Sham gap: 7.38 eV

```
7
ClH2O2PS | OMol25 | ωB97M-V with the def2-TZVPD basis set
O 1.68128 -0.16358 -0.90046
O 0.45654 0.01882 1.08446
P 0.57311 -0.90436 -0.11372
S -2.35051 -0.18924 -0.62887
Cl -2.15279 1.12830 0.93364
H 2.20573 -0.38400 -1.64808
H -0.41336 0.49406 1.27303
```

Entry from OMol25: one molecule with the formula C5H10O (ωB97M-V with the def2-TZVPD basis set).

Summary:
2S+1: 1
structure (SMILES): CC/C=C(\C)O
Kohn-Sham gap: 9.42 eV

```
16
C5H10O | OMol25 | ωB97M-V with the def2-TZVPD basis set
C -1.58570 0.74524 1.18074
C -0.54127 1.36937 0.25263
C 0.77517 0.67445 -0.01456
C 0.99162 -0.57493 -0.42366
C 0.03241 -1.73098 -0.45151
O 2.26273 -0.90408 -0.85453
H -2.41041 1.45407 1.31371
H -2.02404 -0.16878 0.77060
H -1.17191 0.51352 2.16697
H -1.01504 1.53792 -0.72523
H -0.30767 2.36929 0.63367
H 1.65284 1.31848 -0.04230
H 0.55393 -2.62497 -0.09086
H -0.33413 -1.94065 -1.46463
H -0.82922 -1.56847 0.19355
H 2.15830 -1.52604 -1.58574
```

Entry from OMol25: an isolated ion of composition C3H2BrO2S and charge -1 (ωB97M-V with the def2-TZVPD basis set).

Summary:
2S+1: 1
Kohn-Sham gap: 7.63 eV
charge: -1

```
9
C3H2BrO2S | OMol25 | ωB97M-V with the def2-TZVPD basis set
C -0.60821 1.17016 -0.48191
C 0.15722 0.03416 -0.43656
C -1.03989 0.07386 0.38722
O 1.77086 -1.94654 0.20782
O 2.45272 0.48087 0.50326
S 2.01552 -0.65169 -0.42670
Br -2.62871 -1.10236 -0.05209
H -1.11176 1.78587 -1.19776
H -1.00775 0.15567 1.49672
```

Entry from OMol25: one molecule with the formula C2H6N2O (ωB97M-V with the def2-TZVPD basis set).

Summary:
2S+1: 1
structure (SMILES): CN(N)C=O
Kohn-Sham gap: 10.20 eV

```
11
C2H6N2O | OMol25 | ωB97M-V with the def2-TZVPD basis set
C -1.19046 -0.07415 0.02083
N 0.26496 -0.04378 -0.01141
N 1.02336 -0.25296 1.12638
C 0.84661 0.31464 -1.17629
O 2.00347 0.64391 -1.33436
H -1.59335 -1.11462 0.30557
H -1.48745 0.74601 0.72621
H -1.52477 0.33292 -0.93490
H 0.95799 -1.24120 1.27624
H 0.66078 0.27792 1.97250
H 0.03885 0.41131 -1.97077
```

Entry from OMol25: a 2-piece molecular cluster, ClFN2O3 overall (ωB97M-V with the def2-TZVPD basis set).

Summary:
2S+1: 1
Kohn-Sham gap (alpha / beta): 8.98 / 8.53 eV

```
7
ClFN2O3 | OMol25 | ωB97M-V with the def2-TZVPD basis set
N -1.29192 0.27360 -0.93157
N 0.93697 0.76625 0.88181
O -0.89820 -0.19470 -1.90578
O -1.94422 1.14245 -0.53800
O 1.58104 0.12284 1.53489
F -1.06035 -0.72929 0.13113
Cl 2.67668 -1.38115 0.82751
```

Strongest force on any atom values, unit Eh/bohr, following the record order: 0.022, 0.067, 0.069, 0.055, 0.008, 0.070, 0.037, 0.056.
Energy relative to the best compared isomer or geometry (same formula, charge and spin) values, unit kJ/mol, following the record order: 341.4, 498.9, 84.7, 284.7, 88.3, 28.2, 210.6, 170.1.